47
Properties=species:S:1:pos:R:3:lowdin_charge:R:1 method="wB97M-V/def2-TZVPD" homo_energy_ev=-7.89 smiles="C[C@@H](F)C[C@H]1CCOS(=O)(=O)C1.CCN(CC)CC" orbital_gap_ev=8.379
C 0.388 4.340 0.584 -0.03
C -0.772 3.372 0.388 -0.36
F -1.770 3.686 1.337 -0.05
C -1.460 3.432 -0.972 -0.10
C -0.941 2.560 -2.132 -0.30
C 0.118 3.218 -3.028 -0.13
C 1.537 3.104 -2.517 -0.17
O 1.906 1.699 -2.487 -0.22
S 1.189 0.871 -1.351 0.60
O 1.517 -0.492 -1.593 -0.25
O 1.482 1.482 -0.090 -0.27
C -0.525 1.131 -1.731 -0.17
H 1.324 3.809 0.748 0.07
H 0.504 5.018 -0.263 0.08
H 0.182 4.946 1.466 0.09
H -0.452 2.359 0.630 0.11
H -1.459 4.475 -1.302 0.12
H -2.504 3.166 -0.797 0.12
H -1.809 2.408 -2.777 0.14
H -0.129 4.269 -3.191 0.13
H 0.097 2.730 -4.007 0.13
H 1.678 3.517 -1.517 0.10
H 2.248 3.573 -3.192 0.13
H -1.042 0.789 -0.831 0.11
H -0.742 0.418 -2.526 0.12
C -1.746 -3.827 3.085 -0.09
C -0.450 -4.099 2.338 -0.28
N -0.486 -3.642 0.960 -0.20
C 0.602 -4.155 0.142 -0.25
C 2.029 -3.712 0.478 -0.08
C -0.807 -2.235 0.774 -0.24
C 0.062 -1.205 1.503 -0.08
H -2.597 -4.228 2.533 0.08
H -1.714 -4.301 4.067 0.07
H -1.912 -2.760 3.242 0.06
H -0.277 -5.179 2.306 0.12
H 0.388 -3.673 2.913 0.10
H 0.385 -3.890 -0.896 0.11
H 0.551 -5.247 0.198 0.11
H 2.210 -2.675 0.198 0.05
H 2.742 -4.329 -0.071 0.07
H 2.247 -3.825 1.542 0.07
H -1.849 -2.081 1.068 0.10
H -0.766 -2.045 -0.302 0.11
H 0.188 -1.447 2.559 0.07
H -0.415 -0.222 1.457 0.06
H 1.047 -1.104 1.054 0.04